ORCA calculation (ωB97M-V with the def2-TZVPD basis set) on a 11-piece molecular cluster, C5H29NO12 overall in a non-equilibrium geometry.

Each line ends with the natural charge from an NBO analysis.
Geometry (Å):
O -1.4019 -0.0749 -3.2307  -0.59
C -1.6296 -0.9622 -2.4880  0.53
N -1.1145 -0.7101 -1.2064  -0.68
C -1.1654 -1.4579 0.0137  -0.05
C -2.7502 -1.4968 0.3320  -0.53
C -3.0147 -1.6571 1.8577  0.43
O -4.1413 -1.7996 2.2298  -0.50
C -0.6576 -2.9584 -0.0651  -0.67
H -2.1013 -1.9017 -2.7029  0.14
H -0.6411 0.1380 -1.0180  0.41
H -0.7244 -0.8732 0.8990  0.23
H -3.3784 -0.7379 -0.1366  0.24
H -3.2065 -2.3213 -0.3651  0.22
H -2.1946 -1.4783 2.4950  0.12
H -0.3070 -3.4096 -0.9352  0.22
H 0.1912 -2.9112 0.6021  0.24
H -1.5154 -3.5314 0.4102  0.21
H -1.9159 3.5285 0.0465  0.52
H -1.5435 5.0312 0.3822  0.49
O -1.2819 4.1304 0.4088  -0.99
H 3.9984 -2.0690 -1.3203  0.48
H 2.7118 -2.6724 -0.8832  0.48
O 3.3940 -2.0816 -0.7012  -0.94
H 2.2811 -2.3445 1.3060  0.47
H 1.0708 -1.3464 1.2725  0.49
O 1.5768 -2.0145 1.8562  -0.97
H 0.7914 -0.6778 -2.0291  0.48
H 1.6051 -0.4757 -3.2268  0.48
O 1.6242 -1.0006 -2.4672  -0.97
H 2.1905 0.4599 0.4883  0.49
H 1.8995 -0.6218 -0.3584  0.50
O 1.4341 0.1318 0.0606  -0.98
H 2.7261 3.1167 -2.4835  0.46
H 1.8741 2.0386 -1.7876  0.49
O 2.7561 2.2040 -2.1509  -0.95
H 2.0771 3.5408 0.5428  0.48
H 0.7895 3.7680 0.1282  0.48
O 1.4145 3.0656 -0.0573  -0.96
H -4.1946 2.3393 0.7058  0.47
H -2.9848 2.6972 1.5032  0.48
O -3.7510 3.0689 1.0257  -0.95
H 3.5851 -0.9368 1.6924  0.46
H 3.2210 -1.0323 3.1838  0.49
O 3.7632 -0.6392 2.5275  -0.95
H 0.0398 1.9219 0.6707  0.50
H -0.7611 2.9968 1.5364  0.49
O -0.6384 2.0166 1.4363  -1.02

Values from the calculation:
Molecular weight: 295.28 g/mol
HOMO-LUMO gap: 9.384 eV
Energy relative to the best compared isomer or geometry (same formula, charge and spin): 5.894 eV
Calculated total energy: -31712.486 eV
Highest occupied orbital energy: -9.3 eV

***

ORCA calculation (ωB97M-V with the def2-TZVPD basis set) on a 11-piece molecular cluster, C5H29NO12 overall in a non-equilibrium geometry.

Each line ends with the natural charge from an NBO analysis.
Geometry (Å):
O -0.7285 -1.7733 4.0574  -0.60
C 0.1209 -2.4419 3.5132  0.82
O 1.3528 -2.4266 4.0643  -0.68
C -0.0283 -3.2598 2.2690  -0.53
C 0.5662 -2.4642 1.0926  -0.42
C 0.3145 -0.9969 1.3162  -0.35
C -0.8070 -0.4014 0.9110  0.04
N -1.2231 0.8554 1.3186  -0.83
H 2.0196 -2.9479 3.6617  0.49
H 0.4006 -4.2633 2.3658  0.23
H -1.0767 -3.4636 2.0648  0.25
H 0.1489 -2.8201 0.1515  0.24
H 1.6431 -2.6767 1.0021  0.20
H 1.0879 -0.4561 1.8430  0.20
H -1.5589 -0.8831 0.3091  0.20
H -0.5409 1.4640 1.7020  0.36
H -1.8608 1.3217 0.6828  0.40
H 2.1483 0.7855 -2.8660  0.50
H 2.4459 -0.5952 -2.3314  0.48
O 2.9236 0.1701 -2.7170  -0.98
H -2.8777 -2.2423 1.0522  0.51
H -3.8627 -3.0390 0.1317  0.49
O -2.9349 -2.7833 0.2210  -1.01
H -1.4998 -0.4476 -2.9536  0.52
H -0.4941 0.9181 -3.2262  0.51
O -1.3637 0.4602 -3.4035  -1.04
H 0.9977 2.4355 -3.9805  0.49
H 1.2247 2.6575 -2.4436  0.53
O 0.9020 2.0053 -3.1354  -1.01
H -3.3451 2.8450 -3.1073  0.46
H -2.5739 1.5214 -2.8146  0.50
O -3.1219 2.2290 -2.3952  -1.00
H 3.8298 1.3456 -1.8836  0.51
H 4.1754 1.8136 -0.4647  0.47
O 4.1928 2.1007 -1.3657  -0.97
H -2.2883 -1.5153 3.1246  0.52
H -2.9714 -0.3972 2.2222  0.49
O -3.0608 -1.3250 2.4860  -0.99
H -2.1313 -2.3349 -1.3014  0.51
H -2.2532 -2.6250 -2.7996  0.47
O -1.7038 -2.0950 -2.1969  -0.99
H 0.7440 3.5519 1.2701  0.48
H 2.1475 3.3561 1.8145  0.48
O 1.6142 3.9312 1.2144  -0.93
H 2.8904 3.2360 -1.5017  0.50
H 1.9230 3.8653 -0.4662  0.50
O 2.0260 3.7130 -1.4293  -1.02

Values from the calculation:
Molecular weight: 295.28 g/mol
HOMO-LUMO gap: 8.570 eV
Energy relative to the best compared isomer or geometry (same formula, charge and spin): 1.337 eV
Calculated total energy: -31717.044 eV
Highest occupied orbital energy: -8.7 eV

***

ORCA calculation (ωB97M-V with the def2-TZVPD basis set) on a 2-piece molecular cluster, C5H2Cl3N3O overall in a non-equilibrium geometry.

Each line ends with the natural charge from an NBO analysis.
Geometry (Å):
C -1.6656 -0.3235 1.6608  0.86
C 1.0990 1.0124 -0.9074  -0.03
C 1.8479 0.2047 0.0161  0.09
C 0.0124 0.5435 -1.5875  -0.25
C -0.3765 -0.7612 -1.1374  0.19
N -1.7778 -0.3149 2.8352  -0.71
N 1.4743 -1.0606 0.2130  -0.19
N 0.4278 -1.5415 -0.3969  -0.25
O -1.4750 0.1299 0.5773  -0.56
Cl 1.6922 2.5824 -1.4374  0.02
Cl 3.3103 0.6440 0.7935  0.07
Cl -1.8378 -1.3725 -1.7609  0.06
H -2.2347 -0.9930 3.4095  0.42
H -0.4964 1.2502 -2.2778  0.27

Values from the calculation:
Molecular weight: 226.45 g/mol
HOMO-LUMO gap: 9.655 eV
Energy relative to the best compared isomer or geometry (same formula, charge and spin): 0.000 eV
Calculated total energy: -49300.383 eV
Highest occupied orbital energy: -9.6 eV

***

> What is the HOMO-LUMO gap in the first record?

9.384 eV